[1]
The following is a DFT calculation (ωB97M-V/def2-TZVPD) of a 2-piece molecular cluster, C2H11N2 overall.

Spin multiplicity: 2
LUMO (spin up / spin down), eV: 1.00 / 0.56
HOMO (spin up / spin down), Eh: -0.107 / -0.408
Kohn-Sham gap (spin up / spin down), eV: 3.9 / 11.7

Structure (XYZ):
```
15
C2H11N2 | the Open Molecules 2025 dataset | ωB97M-V/def2-TZVPD
N 0.5508 1.5233 -1.5809
H 1.5914 1.1977 -1.6532
H 0.3409 0.8123 0.1495
H 0.4823 2.5064 -2.0486
H 0.0283 0.8933 -2.1357
C -1.4493 -0.2043 0.7572
N 0.0394 -0.0596 0.7593
C 0.7489 -1.3279 0.4303
H -1.7548 -0.9546 -0.0210
H -1.7714 -0.4180 1.7287
H -1.9616 0.7244 0.5685
H 0.2998 0.0179 1.7923
H 1.0066 -1.3204 -0.5661
H 0.0316 -2.0953 0.8505
H 1.8171 -1.2951 0.9693
```

Results of the Löwdin charge analysis, in e, for atoms 1 through 6: number 1, N, carries -0.0684; number 2, H, carries 0.0580; number 3, H, carries 0.1001; number 4, H, carries 0.0664; number 5, H, carries -0.0232; number 6, C, carries -0.1623



[2]
The following is a DFT calculation (ωB97M-V/def2-TZVPD) of a 2-piece molecular cluster, C2H11N2 overall.

LUMO, eV: -3.10
HOMO, Eh: -0.573
Total charge: +1
Kohn-Sham gap, eV: 12.5

Structure (XYZ):
```
15
C2H11N2 | the Open Molecules 2025 dataset | ωB97M-V/def2-TZVPD
N -0.0775 1.4768 1.5572
H 0.6050 2.1905 1.3375
H 0.5543 0.1591 0.5386
H -1.0013 1.8248 1.3304
H -0.0669 1.4796 2.5796
C 0.2631 0.2003 -1.5511
N 0.5253 -0.5508 -0.2670
C -0.5480 -1.5813 0.0618
H -0.7140 0.6607 -1.5021
H 0.3520 -0.5230 -2.3535
H 1.0454 0.9560 -1.5935
H 1.4429 -0.9911 -0.3558
H -1.4435 -1.1985 -0.4206
H -0.2842 -2.4732 -0.4971
H -0.6526 -1.6299 1.1356
```

Results of the Löwdin charge analysis, in e, for atoms 1 through 6: number 1, N, carries 0.0442; number 2, H, carries 0.0551; number 3, H, carries 0.0929; number 4, H, carries 0.0583; number 5, H, carries 0.0657; number 6, C, carries -0.0052



[3]
The following is a DFT calculation (ωB97M-V/def2-TZVPD) of a 2-piece molecular cluster, C2H11N2O overall.

LUMO, eV: -3.08
HOMO, Eh: -0.540
Total charge: +1
Kohn-Sham gap, eV: 11.6

Structure (XYZ):
```
16
C2H11N2O | the Open Molecules 2025 dataset | ωB97M-V/def2-TZVPD
C 2.0445 0.4140 0.1624
N 1.2925 -0.8051 -0.2908
H 3.0154 0.4286 -0.3205
H 2.1590 0.3878 1.2405
H 1.4892 1.2804 -0.1632
H 1.3260 -1.5346 0.4181
H 0.2601 -0.6184 -0.5417
H 1.7161 -1.2353 -1.1171
N -1.3859 -0.2575 -0.9093
C -1.8789 0.3872 0.3007
O -0.9050 0.1729 1.3075
H -1.7435 0.2355 -1.7194
H -1.7221 -1.2113 -0.9825
H -2.8277 -0.0473 0.6192
H -1.9865 1.4541 0.1249
H -0.8533 0.9491 1.8713
```

Results of the Löwdin charge analysis, in e, for atoms 1 through 6: number 1, C, carries -0.0185; number 2, N, carries 0.1012; number 3, H, carries 0.0965; number 4, H, carries 0.0986; number 5, H, carries 0.0911; number 6, H, carries 0.1560



[4]
The following is a DFT calculation (ωB97M-V/def2-TZVPD) of a 3-piece molecular cluster, C2H11N2O2 overall.

Spin multiplicity: 2
LUMO (spin up / spin down), eV: 0.65 / 0.63
HOMO (spin up / spin down), Eh: -0.150 / -0.304
Kohn-Sham gap (spin up / spin down), eV: 4.7 / 8.9

Structure (XYZ):
```
17
C2H11N2O2 | the Open Molecules 2025 dataset | ωB97M-V/def2-TZVPD
C -1.3705 1.2387 1.9257
N 0.1103 -1.2153 -0.4431
C -0.8282 -0.3720 0.1447
N -0.6557 0.1073 1.4344
H -2.0044 1.6268 1.1223
H -0.7268 2.0889 2.1817
H -2.0314 0.9785 2.7541
H 1.0765 -1.3031 -0.1710
H -0.2014 -1.7462 -1.2308
H -1.7524 -0.2522 -0.3819
H 0.1321 -0.2429 1.9478
H -0.6487 1.1991 -3.4315
H -0.7629 2.5040 -2.6416
O -1.2136 1.6715 -2.8066
H 3.3478 -2.0130 -0.5232
H 4.0234 -1.1477 0.5249
O 3.1699 -1.5229 0.2881
```

Results of the Löwdin charge analysis, in e, for atoms 1 through 6: number 1, C, carries -0.1399; number 2, N, carries 0.0295; number 3, C, carries -0.2851; number 4, N, carries -0.1222; number 5, H, carries 0.0753; number 6, H, carries 0.0720



[5]
The following is a DFT calculation (ωB97M-V/def2-TZVPD) of a 3-piece molecular cluster, C2H11N2O2 overall.

LUMO, eV: -3.15
HOMO, Eh: -0.544
Total charge: +1
Kohn-Sham gap, eV: 11.6

Structure (XYZ):
```
17
C2H11N2O2 | the Open Molecules 2025 dataset | ωB97M-V/def2-TZVPD
C 2.3652 1.4548 -0.8915
N 1.2482 0.5958 -0.4567
C 1.3841 -0.6945 -0.2827
N 0.3573 -1.4938 -0.0944
H 1.9808 2.4677 -0.9426
H 2.7030 1.1512 -1.8787
H 3.1753 1.3854 -0.1712
H 0.2964 0.9465 -0.4211
H 2.3727 -1.1345 -0.2347
H -0.5905 -1.1074 -0.1534
H 0.5169 -2.4650 0.1027
H -1.6796 -0.2917 2.5495
H -3.1768 -0.5660 2.5603
O -2.4885 -0.1043 2.0624
H -2.5160 -0.0198 -1.2836
H -2.1760 0.1536 0.2107
O -1.8007 0.2169 -0.6850
```

Results of the Löwdin charge analysis, in e, for atoms 1 through 6: number 1, C, carries -0.0132; number 2, N, carries 0.0233; number 3, C, carries -0.1379; number 4, N, carries 0.1847; number 5, H, carries 0.0987; number 6, H, carries 0.0969



[6]
The following is a DFT calculation (ωB97M-V/def2-TZVPD) of a 3-piece molecular cluster, C2H11N2O2 overall.

LUMO, eV: -3.05
HOMO, Eh: -0.541
Total charge: +1
Kohn-Sham gap, eV: 11.7

Structure (XYZ):
```
17
C2H11N2O2 | the Open Molecules 2025 dataset | ωB97M-V/def2-TZVPD
C 2.6916 0.0220 0.5421
N 1.3408 -0.0098 0.0355
C 0.9665 -0.8246 -0.9283
N -0.2898 -1.1363 -1.1477
H 3.0073 1.0576 0.6361
H 2.7471 -0.4376 1.5193
H 3.3050 -0.4868 -0.1936
H 0.5327 0.2894 0.5773
H 1.7178 -1.2417 -1.5649
H -0.9340 -0.9650 -0.3493
H -0.4531 -1.8196 -1.8688
H -2.6480 1.7276 -0.9600
H -3.2174 2.7552 -0.0130
O -2.6407 1.9804 -0.0258
H -2.0558 -0.8760 1.7882
H -2.2494 0.4212 1.0025
O -1.8206 -0.4559 0.9505
```

Results of the Löwdin charge analysis, in e, for atoms 1 through 6: number 1, C, carries -0.0247; number 2, N, carries 0.0167; number 3, C, carries -0.1383; number 4, N, carries 0.1832; number 5, H, carries 0.0994; number 6, H, carries 0.0996



[7]
The following is a DFT calculation (ωB97M-V/def2-TZVPD) of a 3-piece molecular cluster, C2H11N2O2 overall.

LUMO, eV: -3.04
HOMO, Eh: -0.456
Total charge: +1
Kohn-Sham gap, eV: 9.4

Structure (XYZ):
```
17
C2H11N2O2 | the Open Molecules 2025 dataset | ωB97M-V/def2-TZVPD
C -0.2759 -0.5190 0.1964
C -0.3440 -0.2966 1.5132
N -0.8519 -1.2009 2.3856
N 0.3232 0.4072 -0.7767
H -0.7098 -1.3576 -0.3286
H -0.1261 0.7076 1.8572
H -0.7535 -1.3406 3.3724
H -1.2589 -2.0011 1.9149
H 0.7855 -0.1673 -1.4725
H 0.9230 1.2145 -0.5589
H -0.4276 0.8238 -1.3222
H 2.1185 2.5906 1.2767
H 1.7586 3.3099 0.0190
O 1.6305 2.4701 0.4572
H -1.4655 -0.7271 -3.1637
H -0.4245 -1.5190 -3.8348
O -0.7518 -1.3376 -2.9619
```

Results of the Löwdin charge analysis, in e, for atoms 1 through 6: number 1, C, carries -0.1064; number 2, C, carries -0.1784; number 3, N, carries 0.0878; number 4, N, carries 0.1605; number 5, H, carries 0.1104; number 6, H, carries 0.1245



[8]
The following is a DFT calculation (ωB97M-V/def2-TZVPD) of a 2-piece molecular cluster, C2H11N2Si overall.

LUMO, eV: -4.15
HOMO, Eh: -0.537
Total charge: +1
Kohn-Sham gap, eV: 10.5

Structure (XYZ):
```
16
C2H11N2Si | the Open Molecules 2025 dataset | ωB97M-V/def2-TZVPD
C -0.8172 -0.4946 -1.3667
C 0.0131 -0.5387 -0.0383
N -0.3780 -1.3983 0.8583
N -0.8336 1.4692 0.9706
Si 1.9294 -0.0193 -0.0965
H -0.2338 -0.7456 -2.1777
H -1.7368 -1.0516 -1.3343
H -1.0519 0.5101 -1.5994
H 0.2123 -1.6075 1.6410
H -1.2880 -1.7309 1.0477
H -0.3137 2.1505 1.5297
H -1.7601 1.5677 1.4086
H -0.9433 1.6194 -0.0365
H 2.6398 0.7916 0.9767
H 1.8310 0.9093 -1.3004
H 2.4103 -1.4319 -0.1641
```

Results of the Löwdin charge analysis, in e, for atoms 1 through 6: number 1, C, carries -0.0327; number 2, C, carries -0.4174; number 3, N, carries 0.1399; number 4, N, carries 0.0460; number 5, Si, carries 0.7617; number 6, H, carries 0.0605



Going through the records in order, we get ΔE to the lowest compared entry with this formula, charge and spin values of 1.222; 0.474; 0.448; 0.605; 0.119; 0.224; 1.481; 0.929 eV.